# C17H35AgF6NO7

A molecular structure, C17H35AgF6NO7 (ωB97M-V/def2-TZVPD, the OMol25 dataset).

total charge = -1
E_LUMO = 1.9 eV
energy relative to the best compared isomer or geometry (same formula, charge and spin) = 0.00 kcal per mole
total energy = -1996.1766 hartree

Last column: natural (NBO) charge in e.
Atoms and positions in Å:
Ag (1.08590, -0.80410, 1.18218)  0.869
C (2.48481, 1.36195, -1.43276)  0.299
O (1.80222, 1.41765, -2.74071)  -0.581
O (2.10875, 0.13241, -0.87225)  -0.946
C (3.91228, 1.87905, -1.66044)  0.923
F (4.01791, 3.20110, -1.71554)  -0.325
F (4.68522, 1.43442, -0.62682)  -0.328
F (4.50705, 1.33274, -2.82574)  -0.363
C (1.37377, 2.72227, -3.16960)  -0.067
C (0.67983, 2.65918, -4.54841)  -0.621
H (1.33801, 2.21290, -5.29388)  0.207
H (-0.12476, 1.92394, -4.53584)  0.185
H (0.29253, 3.61610, -4.89828)  0.203
H (2.23302, 3.37438, -3.32625)  0.166
H (0.66021, 3.18117, -2.48525)  0.156
H (2.01772, 2.04985, -0.72797)  0.133
C (-1.31285, 1.34719, 1.59236)  0.325
O (0.05551, 1.89801, 1.72102)  -0.570
O (-1.21673, 0.02612, 1.03927)  -0.996
C (-2.16100, 1.41286, 2.90131)  0.917
F (-2.58098, 2.59992, 3.18552)  -0.335
F (-3.23441, 0.64964, 2.88500)  -0.326
F (-1.38145, 1.07082, 3.88807)  -0.323
C (0.27540, 3.33330, 1.82736)  -0.065
C (1.77780, 3.32506, 2.09602)  -0.621
H (1.96344, 2.47134, 2.74778)  0.242
H (2.35072, 3.42582, 1.17422)  0.212
H (2.05498, 4.21469, 2.66155)  0.187
H (-0.31328, 3.79243, 2.62155)  0.164
H (0.04476, 3.89725, 0.92355)  0.155
H (-1.84590, 2.03497, 0.93593)  0.098
C (0.79582, -1.38388, 4.05001)  -0.629
C (2.04347, -2.16864, 3.97262)  0.086
C (1.82662, -3.47530, 4.77423)  -0.626
O (2.52373, -2.38332, 2.67175)  -0.984
H (-0.04003, -1.84828, 3.52676)  0.191
H (0.95236, -0.41437, 3.57712)  0.195
H (0.55844, -1.12873, 5.08280)  0.187
H (2.80834, -1.61813, 4.52034)  0.105
H (1.39595, -3.30350, 5.76070)  0.173
H (2.69956, -4.11911, 4.88184)  0.193
H (1.12806, -4.20336, 4.36189)  0.174
C (-5.13757, 0.23750, -2.65314)  -0.253
O (-3.77882, 0.34247, -2.14344)  -0.547
C (-2.70439, 0.08747, -3.06197)  -0.075
C (-1.35217, 0.00448, -2.32311)  -0.254
N (-1.27596, -1.32656, -1.61786)  -0.537
H (-0.91236, -1.07180, -0.71067)  0.502
H (-2.14627, -1.78854, -1.39596)  0.416
C (-0.22977, -2.37584, -2.13653)  -0.233
C (-0.18553, -3.65758, -1.18371)  -0.064
O (0.05691, -3.18902, 0.18631)  -0.544
C (-0.44228, -4.04418, 1.21008)  -0.252
H (-5.39099, 0.74445, -3.58421)  0.170
H (-5.71773, 0.56634, -1.79094)  0.210
H (-5.36641, -0.79631, -2.91191)  0.159
H (-2.70457, 0.88396, -3.80610)  0.185
H (-2.95811, -0.83864, -3.57777)  0.156
H (-1.15362, 0.82137, -1.62930)  0.278
H (-0.44379, -0.05146, -2.92294)  0.253
H (0.71229, -1.82867, -2.17173)  0.278
H (-0.59631, -2.64985, -3.12581)  0.193
H (0.61314, -4.23027, -1.65515)  0.197
H (-1.13967, -4.18147, -1.24069)  0.166
H (-1.38571, -4.45605, 0.85172)  0.145
H (-0.89081, -3.59394, 2.09563)  0.212
H (0.28766, -4.75566, 1.59617)  0.202

Forces on atoms 1 to 6 (eV/Å):
Ag 0.64 -0.07 0.16
C -3.61 -2.37 1.10
O -0.39 1.34 -0.39
O 2.04 1.51 -1.50
C 1.35 -3.45 -0.08
F 0.02 0.21 -0.22

# C17H35AuN3S2Si4

A molecular structure, C17H35AuN3S2Si4 (ωB97M-V/def2-TZVPD, the OMol25 dataset).

total charge = +1
E_LUMO = -4.2 eV
energy relative to the best compared isomer or geometry (same formula, charge and spin) = 15.00 kcal per mole
total energy = -2922.9150 hartree

Last column: natural (NBO) charge in e.
Atoms and positions in Å:
Au (0.07783, -2.02004, -0.87537)  0.691
C (3.52095, -2.45925, 3.78356)  -0.747
S (3.78394, -2.07709, 2.04037)  0.362
C (2.18668, -2.13638, 1.37649)  -0.040
S (2.25860, -1.66601, -0.35459)  -0.189
N (1.18370, -2.49881, 2.12634)  -0.411
N (0.01661, -2.50875, 1.43656)  -0.327
C (-1.09237, -2.90146, 1.88973)  0.056
C (-2.21234, -2.96229, 0.91128)  0.165
C (-3.43807, -3.46007, 1.31623)  -0.215
C (-4.46613, -3.60008, 0.39571)  -0.121
C (-4.23960, -3.23328, -0.91650)  -0.241
C (-2.99488, -2.72725, -1.25324)  0.073
N (-2.00461, -2.58043, -0.37181)  -0.523
H (4.42488, -2.95718, 4.12670)  0.244
H (2.66831, -3.12129, 3.89006)  0.257
H (3.36255, -1.54529, 4.35046)  0.233
H (-1.26504, -3.24789, 2.90951)  0.202
H (-3.57383, -3.75201, 2.34899)  0.239
H (-5.42311, -4.00047, 0.70176)  0.241
H (-5.00097, -3.33284, -1.67626)  0.245
H (-2.78211, -2.41555, -2.26725)  0.219
C (3.12519, 0.76494, -2.79140)  -1.121
Si (2.64545, 1.58606, -1.18775)  1.272
C (2.39731, 3.43182, -1.45305)  -1.121
C (3.86761, 1.34525, 0.19675)  -1.122
Si (0.42664, 0.96439, -0.58385)  0.248
Si (-1.18797, 1.03334, -2.32949)  1.234
C (-1.10084, 2.81160, -2.91287)  -1.111
C (-2.89524, 0.69858, -1.64749)  -1.120
C (-0.73480, -0.13497, -3.71335)  -1.116
Si (-0.25627, 1.40740, 1.63747)  1.228
C (0.94584, 0.77549, 2.91189)  -1.122
C (-0.24800, 3.28363, 1.62324)  -1.109
C (-1.98043, 0.76143, 1.95233)  -1.111
H (4.09251, 1.15599, -3.11788)  0.257
H (2.39954, 0.98099, -3.57705)  0.239
H (3.22019, -0.31637, -2.69508)  0.250
H (3.36765, 3.90031, -1.64128)  0.254
H (1.96718, 3.92591, -0.57982)  0.238
H (1.76090, 3.64591, -2.31242)  0.239
H (4.78212, 1.89281, -0.04874)  0.253
H (4.13009, 0.30190, 0.34747)  0.253
H (3.48937, 1.74413, 1.13948)  0.239
H (-1.26651, 3.52388, -2.10204)  0.244
H (-1.88101, 2.98053, -3.66038)  0.255
H (-0.14271, 3.04100, -3.38013)  0.244
H (-3.20490, 1.50242, -0.97751)  0.246
H (-2.95638, -0.23781, -1.09639)  0.234
H (-3.61570, 0.65964, -2.46931)  0.251
H (0.23341, 0.11535, -4.14849)  0.252
H (-1.48608, -0.06961, -4.50526)  0.252
H (-0.68100, -1.17230, -3.37547)  0.236
H (1.92132, 1.25384, 2.80994)  0.246
H (1.08649, -0.30227, 2.86501)  0.251
H (0.55770, 1.02250, 3.90427)  0.252
H (0.75225, 3.68499, 1.45351)  0.244
H (-0.58180, 3.63995, 2.60194)  0.257
H (-0.92218, 3.70698, 0.87576)  0.242
H (-2.03897, -0.31994, 1.81692)  0.232
H (-2.71637, 1.22814, 1.29726)  0.244
H (-2.26256, 0.98584, 2.98448)  0.253

Forces on atoms 1 to 6 (eV/Å):
Au -0.39 0.62 0.26
C 0.00 -0.05 0.01
S 0.00 0.02 -0.02
C -0.03 -0.07 0.06
S 0.01 0.10 0.11
N 0.03 0.08 -0.09

# C17H35B3O28S6

A molecular structure, C17H35B3O28S6 (ωB97M-V/def2-TZVPD, the OMol25 dataset).

E_LUMO = 0.1 eV
total energy = -5239.1031 hartree

Last column: Löwdin charge in e.
Atoms and positions in Å:
C (2.14387, 0.24220, 1.34576)  -0.067
C (1.61793, -1.02790, 0.60743)  -0.066
B (0.76615, -0.54457, -0.60577)  -0.544
O (-0.39096, 0.23017, -0.43499)  0.211
B (-0.18705, 1.40925, -1.10881)  -0.356
O (0.57292, 1.50208, -2.26948)  0.263
B (1.51007, 0.47831, -2.41807)  -0.513
C (2.95082, 0.66230, -3.02703)  0.017
C (2.87159, 0.07005, -4.42639)  -0.348
C (4.26024, -0.59772, -4.97898)  0.002
O (2.91051, -1.25951, -4.46648)  -0.068
O (1.12750, -0.76909, -1.93370)  0.313
H (1.60252, 0.40069, 2.27912)  0.078
H (2.04021, 1.14543, 0.73766)  0.079
H (3.19365, 0.14933, 1.61297)  0.041
H (0.95946, -1.58808, 1.27459)  0.104
H (2.47468, -1.61705, 0.28638)  0.104
H (-0.66459, 2.41122, -0.67058)  0.116
H (3.67056, 0.04367, -2.49362)  0.125
H (3.25419, 1.70129, -3.15394)  0.119
H (2.28005, 0.61712, -5.15742)  0.138
H (4.77997, -0.06333, -4.13957)  0.055
H (4.78437, -1.52839, -4.73805)  0.112
C (-5.60246, -1.14379, 1.16361)  -0.156
C (-5.85320, -0.95741, -0.31441)  -0.146
O (-4.95930, 0.10584, -0.68967)  -0.180
S (-3.62625, 0.02882, 0.19398)  0.609
O (-2.60809, -0.64457, -0.52280)  -0.191
O (-3.40196, 1.30767, 0.76884)  -0.215
O (-4.18528, -0.96405, 1.32135)  -0.200
H (-6.11114, -0.37797, 1.75307)  0.139
H (-5.89941, -2.12526, 1.51369)  0.096
H (-6.88099, -0.68730, -0.53610)  0.140
H (-5.58250, -1.84959, -0.88217)  0.139
C (6.91664, -2.09965, 2.37470)  -0.156
C (7.77860, -0.91676, 1.98449)  -0.158
O (7.40027, -0.63532, 0.62966)  -0.182
S (5.85276, -0.97642, 0.42251)  0.595
O (5.09819, 0.22007, 0.55256)  -0.226
O (5.72454, -1.82460, -0.70460)  -0.209
O (5.64901, -1.83828, 1.75543)  -0.188
H (7.31062, -3.03376, 1.97050)  0.135
H (6.79443, -2.19265, 3.45017)  0.136
H (8.84147, -1.13275, 2.03955)  0.136
H (7.55278, -0.03885, 2.59312)  0.135
C (-7.10117, -6.15933, 4.06671)  -0.142
C (-6.15573, -4.99223, 4.25396)  -0.158
O (-5.65277, -4.71918, 2.94185)  -0.204
S (-6.77843, -5.04756, 1.85954)  0.595
O (-7.43455, -3.83030, 1.52331)  -0.234
O (-6.22290, -5.89952, 0.87614)  -0.201
O (-7.75286, -5.88508, 2.80854)  -0.181
H (-6.56255, -7.10362, 3.97573)  0.137
H (-7.83470, -6.23695, 4.86357)  0.138
H (-5.33430, -5.21064, 4.93259)  0.133
H (-6.69072, -4.10807, 4.60755)  0.137
C (2.51390, 4.73625, -7.20516)  -0.162
C (2.65287, 3.36207, -7.82646)  -0.162
O (4.03206, 3.02744, -7.63628)  -0.182
S (4.56056, 3.66494, -6.26745)  0.604
O (4.50606, 2.68505, -5.24371)  -0.213
O (5.74561, 4.39059, -6.54019)  -0.209
O (3.34759, 4.68797, -6.04094)  -0.185
H (2.89307, 5.51591, -7.86852)  0.134
H (1.49054, 4.96699, -6.92212)  0.135
H (2.40659, 3.35037, -8.88420)  0.136
H (2.04403, 2.62163, -7.30282)  0.129
C (-2.32581, -1.85306, 4.60248)  -0.151
C (-2.22937, -3.06952, 3.70717)  -0.152
O (-1.46228, -4.01095, 4.47613)  -0.184
S (-1.77330, -3.82177, 6.03337)  0.597
O (-2.75167, -4.77511, 6.42651)  -0.232
O (-0.54678, -3.68497, 6.72702)  -0.210
O (-2.48750, -2.39277, 5.92582)  -0.189
H (-1.40650, -1.26546, 4.58170)  0.136
H (-3.16899, -1.21551, 4.35171)  0.132
H (-1.73383, -2.86114, 2.76344)  0.137
H (-3.21213, -3.50452, 3.51194)  0.119
C (-1.37138, 5.69184, -0.35762)  -0.162
C (-0.66167, 5.16659, 0.86936)  -0.164
O (0.30165, 6.18111, 1.18785)  -0.186
S (-0.28344, 7.61827, 0.79523)  0.598
O (-0.83715, 8.22931, 1.94928)  -0.220
O (0.67214, 8.28449, -0.01191)  -0.217
O (-1.48991, 7.10265, -0.12409)  -0.189
H (-0.77562, 5.53944, -1.25972)  0.135
H (-2.35401, 5.24907, -0.49390)  0.136
H (-0.16649, 4.21686, 0.69326)  0.114
H (-1.34559, 5.06752, 1.71481)  0.137

Forces on atoms 1 to 6 (eV/Å):
C -0.18 -0.20 0.34
C -0.07 0.60 0.04
B -0.97 -1.28 -0.30
O 2.09 0.94 0.22
B -0.98 0.35 -0.26
O 0.67 -0.01 0.71

# C17H35BrF2NO9

7 unconnected molecules or ions with the total composition C17H35BrF2NO9 (ωB97M-V/def2-TZVPD, the OMol25 dataset).

total charge = +1
E_LUMO = -4.8 eV
total energy = -4174.0941 hartree

Last column: natural (NBO) charge in e.
Atoms and positions in Å:
C (-1.11373, -1.29542, 2.10746)  -0.653
C (0.12847, -0.43966, 2.37465)  0.182
F (-0.17745, 0.89716, 2.26213)  -0.341
C (1.30215, -0.73228, 1.48626)  -0.079
C (1.62499, 0.09439, 0.40992)  0.056
C (0.78326, 1.28316, 0.02189)  0.786
O (1.10620, 2.41284, 0.20597)  -0.547
O (-0.32697, 0.90060, -0.61602)  -0.679
C (2.74705, -0.15924, -0.38456)  -0.024
C (3.17665, 0.69076, -1.55208)  -0.561
C (2.89753, -0.01244, -2.84717)  0.888
O (3.70230, -0.51812, -3.53004)  -0.518
F (1.60714, -0.05886, -3.13160)  -0.316
C (3.50461, -1.27332, -0.08378)  0.090
N (3.20026, -2.09540, 0.93998)  -0.272
C (4.11697, -3.23908, 1.11604)  -0.446
C (2.12206, -1.84980, 1.70734)  0.187
Br (1.73923, -3.03055, 3.10971)  0.208
H (-1.15649, -1.69209, 1.09965)  0.226
H (-1.97039, -0.64471, 2.24238)  0.267
H (-1.19390, -2.07656, 2.84992)  0.236
H (0.44458, -0.59574, 3.40463)  0.205
H (-0.56038, 1.56627, -1.28186)  0.520
H (2.74818, 1.68601, -1.53111)  0.277
H (4.25158, 0.82410, -1.49859)  0.271
H (4.37277, -1.52005, -0.67337)  0.253
H (3.86398, -3.85140, 1.96368)  0.248
H (4.13014, -3.81916, 0.19716)  0.287
H (5.11309, -2.83872, 1.27543)  0.235
C (-3.44823, 1.46277, 1.06442)  -0.261
O (-3.58411, 0.30133, 0.24279)  -0.726
H (-4.08407, 1.32068, 1.93548)  0.186
H (-2.41887, 1.58471, 1.39392)  0.166
H (-3.77416, 2.35763, 0.52916)  0.176
H (-3.02901, 0.41821, -0.53140)  0.460
C (6.08554, 0.04453, -6.66611)  -0.249
O (6.05290, -0.40786, -5.31517)  -0.732
H (7.07143, -0.17991, -7.06343)  0.188
H (5.33651, -0.47127, -7.27229)  0.163
H (5.92072, 1.12345, -6.72619)  0.161
H (5.18395, -0.21543, -4.95169)  0.468
C (-7.21072, 1.61096, 3.18142)  -0.256
O (-7.32704, 0.45537, 2.34335)  -0.735
H (-7.84880, 1.46836, 4.04814)  0.194
H (-6.17694, 1.73545, 3.51474)  0.156
H (-7.53477, 2.50278, 2.64183)  0.183
H (-6.75740, 0.59236, 1.58002)  0.468
C (3.83784, -4.59238, -2.80528)  -0.255
O (3.44295, -4.91311, -1.46258)  -0.754
H (4.86501, -4.23920, -2.77086)  0.190
H (3.79018, -5.47482, -3.44277)  0.189
H (3.20395, -3.80742, -3.22394)  0.167
H (2.53950, -5.24164, -1.49373)  0.477
C (3.19952, 4.46036, 2.40938)  -0.247
O (1.79823, 4.22994, 2.41475)  -0.727
H (3.40385, 5.27231, 3.10181)  0.193
H (3.75091, 3.57345, 2.74027)  0.148
H (3.54885, 4.75338, 1.41442)  0.159
H (1.61499, 3.51178, 1.80049)  0.472
C (-10.96030, 1.34140, 0.86197)  -0.246
O (-9.71030, 1.96746, 1.12851)  -0.742
H (-11.66958, 2.12016, 0.59387)  0.183
H (-10.87918, 0.63632, 0.03033)  0.160
H (-11.33188, 0.81343, 1.74411)  0.162
H (-9.08536, 1.27173, 1.36624)  0.475

Forces on atoms 1 to 6 (eV/Å):
C 0.14 0.48 0.04
C -0.31 -0.69 0.52
F 0.00 0.33 -0.20
C 0.63 -0.23 -0.57
C -0.09 -0.19 0.16
C -0.41 -0.06 0.28